# 1
DFT (ωB97M-V/def2-TZVPD) results for 6 unconnected molecules or ions with the total composition C35H25N2O12.

```
74
C35H25N2O12 ωB97M-V/def2-TZVPD
O 4.86 -2.92 2.65
N 4.30 -3.48 1.85
O 3.75 -2.48 0.79
C 2.42 -2.37 1.02
C 1.87 -1.16 1.43
C 0.51 -1.08 1.70
C -0.27 -2.20 1.56
N 0.29 -3.34 1.15
C 1.60 -3.47 0.88
H 2.51 -0.29 1.52
H 0.06 -0.16 2.02
H -1.33 -2.20 1.76
H -0.31 -4.15 1.02
H 1.97 -4.43 0.57
C -0.11 -0.98 -1.57
C 0.02 -1.89 -2.54
C -1.16 -2.40 -3.28
O -1.04 -3.23 -4.15
C -2.50 -1.87 -2.89
C -2.62 -0.97 -1.92
C -1.45 -0.46 -1.19
O -1.55 0.34 -0.28
H 0.74 -0.59 -1.03
H 0.99 -2.28 -2.84
H -3.35 -2.25 -3.44
H -3.59 -0.57 -1.62
C 3.77 -4.91 5.79
C 3.17 -3.96 5.09
C 1.74 -3.63 5.29
O 1.21 -2.77 4.60
C 0.99 -4.38 6.32
C 1.59 -5.33 7.03
C 3.02 -5.68 6.83
O 3.56 -6.54 7.47
H 4.81 -5.17 5.66
H 3.67 -3.37 4.33
H -0.05 -4.12 6.44
H 1.07 -5.91 7.79
C -5.28 2.98 -4.46
C -5.26 1.66 -4.29
C -4.15 0.84 -4.79
O -4.12 -0.37 -4.63
C -3.04 1.53 -5.49
C -3.05 2.85 -5.67
C -4.18 3.68 -5.17
O -4.19 4.88 -5.33
H -6.08 3.61 -4.09
H -6.05 1.13 -3.77
H -2.23 0.91 -5.85
H -2.26 3.38 -6.19
C -3.55 5.93 0.72
C -3.78 5.58 -0.54
C -3.74 4.16 -0.96
O -3.95 3.83 -2.11
C -3.44 3.14 0.08
C -3.20 3.49 1.34
C -3.24 4.91 1.76
O -3.03 5.23 2.91
H -3.57 6.96 1.06
H -4.00 6.30 -1.31
H -3.41 2.11 -0.25
H -2.98 2.77 2.11
C 5.93 1.71 -0.25
C 4.96 0.80 -0.34
C 3.68 1.13 -1.00
O 2.78 0.30 -1.08
C 3.50 2.48 -1.57
C 4.47 3.39 -1.48
C 5.77 3.08 -0.81
O 6.65 3.90 -0.73
H 6.88 1.50 0.23
H 5.06 -0.20 0.06
H 2.56 2.69 -2.05
H 4.37 4.39 -1.88
```

The HOMO energy is -11.72 eV. The net charge is +1. The value obtained for the LUMO energy is -0.169 Ha. The value obtained for the HOMO-LUMO gap is 7.1 eV.

---

# 2
DFT (ωB97M-V/def2-TZVPD) results for a single C21H19ClN4O3S molecule at a distorted geometry.

```
49
C21H19ClN4O3S ωB97M-V/def2-TZVPD
O 2.43 2.03 0.90
C 1.42 1.38 0.52
N 0.18 1.89 0.69
C -0.15 2.82 1.78
C 0.04 4.23 1.28
N -0.90 5.00 2.13
C -1.80 4.06 2.91
C -1.58 2.68 2.21
N -2.52 2.61 1.05
C -2.68 1.44 0.30
O -2.47 0.45 0.87
C -2.77 1.56 -1.15
C -3.36 2.58 -1.81
C -3.18 2.61 -3.24
C -2.49 1.50 -3.69
Cl -2.39 1.20 -5.40
S -2.15 0.38 -2.30
C 1.56 -0.07 0.23
C 0.81 -0.97 1.02
C 0.87 -2.36 0.74
C 1.73 -2.81 -0.34
N 1.85 -4.12 -0.59
C 2.10 -5.01 0.44
C 2.60 -6.22 0.25
C 2.51 -6.83 -1.06
C 2.06 -6.07 -2.08
C 1.64 -4.71 -1.81
O 1.07 -4.18 -2.79
C 2.53 -1.88 -1.07
C 2.34 -0.49 -0.79
H -0.60 1.26 0.51
H 0.53 2.70 2.64
H 1.15 4.48 1.41
H -0.25 4.30 0.27
H -0.38 5.65 2.71
H -1.44 3.87 3.98
H -2.90 4.29 2.88
H -1.78 1.91 2.93
H -2.70 3.48 0.58
H -3.93 3.39 -1.30
H -3.57 3.43 -3.85
H 0.24 -0.59 1.80
H 0.41 -3.17 1.35
H 2.05 -4.67 1.47
H 3.10 -6.74 1.04
H 2.86 -7.84 -1.32
H 1.81 -6.42 -3.02
H 3.14 -2.09 -1.93
H 2.96 0.06 -1.39
```

Its SMILES is O=C(N[C@H]1CNC[C@H]1NC(=O)c1ccc(Cl)s1)c1ccc(-n2ccccc2=O)cc1. The HOMO energy is -8.37 eV. The net charge is 0. The value obtained for the LUMO energy is -0.005 Ha. The value obtained for the HOMO-LUMO gap is 8.2 eV. Its energy above the lowest of the compared OMol25 structures with the same formula, charge and spin is 2.519 eV.

---

# 3
DFT (ωB97M-V/def2-TZVPD) results for a single C7H16N3O2PS molecule at a distorted geometry.

```
30
C7H16N3O2PS ωB97M-V/def2-TZVPD
C -3.34 0.47 -0.56
C 1.50 1.87 1.02
C -0.72 1.36 1.70
C 2.45 -0.91 -0.02
C 1.30 -1.08 -2.04
C -1.87 0.81 -0.99
C 0.26 -0.01 -0.08
N -0.98 -0.18 -0.54
N 0.39 0.92 0.85
N 1.35 -0.41 -0.73
O -4.27 1.18 -0.74
O -3.38 -0.71 -0.14
P -1.88 -1.52 0.29
S 0.07 -2.72 0.72
H 1.09 2.87 0.77
H 1.87 1.65 2.04
H 2.29 1.62 0.37
H -0.29 1.37 2.81
H -1.23 2.21 1.27
H -1.42 0.52 1.81
H 2.57 -0.67 1.05
H 2.52 -2.06 -0.06
H 3.44 -0.66 -0.36
H 0.46 -0.75 -2.57
H 2.22 -0.85 -2.52
H 1.17 -2.16 -1.80
H -1.52 1.76 -0.45
H -1.93 0.86 -2.13
H -2.04 -2.36 -0.87
H -0.09 -2.41 1.93
```

The HOMO energy is -7.25 eV. The net charge is 0. The value obtained for the LUMO energy is 0.010 Ha. The value obtained for the HOMO-LUMO gap is 7.5 eV. Its energy above the lowest of the compared OMol25 structures with the same formula, charge and spin is 0.668 eV.

---

# 4
DFT (ωB97M-V/def2-TZVPD) results for 2 unconnected molecules or ions with the total composition C3H8N2 at a distorted geometry.

```
13
C3H8N2 ωB97M-V/def2-TZVPD
H -0.30 1.47 0.60
N -0.22 0.59 1.11
C 0.79 -0.15 0.73
C 1.72 0.20 -0.37
H 1.04 -0.99 1.37
H 2.59 0.72 0.02
H 2.06 -0.69 -0.90
H 1.22 0.88 -1.07
C -1.69 -0.38 0.14
N -1.95 0.29 -0.93
H -1.04 -1.32 0.09
H -2.38 -0.38 0.98
H -1.84 -0.26 -1.78
```

Its SMILES is [H]/N=C\C.C=N. The HOMO energy is -8.60 eV. The net charge is 0. The value obtained for the LUMO energy is 0.019 Ha. The value obtained for the HOMO-LUMO gap is 9.1 eV. Its energy above the lowest of the compared OMol25 structures with the same formula, charge and spin is 3.960 eV.

---

# 5
DFT (ωB97M-V/def2-TZVPD) results for 9 unconnected molecules or ions with the total composition C33H70N2O11 at a distorted geometry.

```
116
C33H70N2O11 ωB97M-V/def2-TZVPD
C -4.85 -1.72 -0.83
N -4.12 -0.91 0.20
C -3.85 0.46 -0.40
C -5.15 -0.78 1.35
C -2.93 -1.53 0.64
C -2.27 -0.85 1.92
O -1.18 -1.61 2.23
H -5.91 -1.56 -0.99
H -4.87 -2.71 -0.60
H -4.46 -1.57 -1.91
H -3.60 1.11 0.26
H -4.81 0.74 -0.92
H -3.35 0.34 -1.37
H -6.08 -0.61 1.02
H -5.01 -0.06 2.32
H -5.15 -1.61 1.89
H -2.35 -1.47 -0.31
H -3.08 -2.62 0.89
H -2.94 -0.77 2.71
H -1.84 0.22 1.67
H -0.42 -1.52 1.56
N -0.04 0.16 -0.67
O 0.43 -0.63 0.15
O -0.52 -0.31 -1.77
O -0.58 1.26 -0.23
C 2.61 2.24 -0.07
C 3.85 3.07 -0.16
C 4.94 2.00 -0.40
O 4.28 0.95 -1.06
C 2.97 0.78 -0.34
H 1.96 2.61 -0.86
H 1.97 2.30 0.87
H 4.04 3.37 0.91
H 3.86 3.79 -0.87
H 5.51 1.51 0.35
H 5.73 2.49 -1.08
H 3.19 0.45 0.47
H 2.22 0.41 -1.06
C 2.57 0.43 2.60
C 3.05 0.39 4.00
C 2.36 1.53 4.65
O 1.15 1.65 4.06
C 1.13 0.99 2.78
H 2.65 -0.54 2.23
H 3.17 1.22 2.11
H 4.00 0.20 4.17
H 2.53 -0.45 4.42
H 2.97 2.30 4.61
H 2.40 1.36 5.70
H 0.88 1.69 1.69
H 0.37 0.07 2.73
C 2.72 -3.41 0.78
C 2.23 -3.50 2.25
C 1.61 -4.92 2.23
O 2.24 -5.67 1.16
C 2.37 -4.71 0.07
H 3.75 -3.38 0.73
H 2.34 -2.70 0.00
H 1.49 -2.93 2.45
H 3.00 -3.57 2.79
H 0.56 -4.73 2.09
H 1.88 -5.41 3.36
H 1.20 -4.50 -0.18
H 2.89 -4.86 -0.97
C 3.83 -2.21 -1.29
C 2.57 -2.44 -1.85
C 2.60 -3.73 -2.57
O 4.04 -4.08 -2.80
C 4.67 -3.39 -1.67
H 3.59 -2.06 -0.30
H 4.42 -1.46 -1.72
H 2.33 -1.72 -2.74
H 1.75 -2.29 -1.05
H 2.29 -3.75 -3.57
H 2.24 -4.50 -1.87
H 5.78 -3.10 -1.98
H 4.86 -4.23 -0.96
C -3.02 4.01 3.65
C -2.86 3.12 4.97
C -3.19 1.68 4.40
O -3.76 2.07 3.08
C -2.87 3.04 2.54
H -2.17 4.77 3.38
H -3.90 4.63 3.70
H -3.61 3.37 5.65
H -1.98 3.07 5.65
H -3.86 1.05 4.95
H -2.45 1.09 4.00
H -3.19 3.57 1.62
H -1.94 2.49 2.13
C 0.18 -0.05 -4.18
C 0.14 0.30 -5.67
C -1.15 -0.46 -6.09
O -1.06 -1.64 -5.35
C -0.50 -1.42 -4.09
H -0.23 0.76 -3.66
H 1.31 0.05 -3.86
H 1.02 -0.03 -6.17
H 0.06 1.39 -5.83
H -1.31 -0.76 -7.14
H -2.10 0.18 -5.69
H 0.21 -2.13 -3.87
H -1.19 -1.58 -3.24
C -1.18 3.61 -1.80
C -1.65 3.60 -3.12
C -2.90 2.67 -3.02
O -3.44 3.08 -1.81
C -2.36 3.50 -0.97
H -0.54 4.37 -1.43
H -0.59 2.64 -1.55
H -1.03 3.23 -4.03
H -2.10 4.52 -3.42
H -2.68 1.58 -2.98
H -3.72 2.74 -3.72
H -2.17 2.64 -0.31
H -2.88 4.29 -0.36
```

The HOMO energy is -8.88 eV. The net charge is 0. The value obtained for the LUMO energy is -0.005 Ha. The value obtained for the HOMO-LUMO gap is 8.7 eV. Its energy above the lowest of the compared OMol25 structures with the same formula, charge and spin is 4.576 eV.

---

# 6
DFT (ωB97M-V/def2-TZVPD) results for a single C5H6OS molecule at a distorted geometry.

```
13
C5H6OS ωB97M-V/def2-TZVPD
C -1.35 0.24 1.16
C -0.34 -0.50 0.38
C -0.30 -0.10 -1.08
C 0.95 0.24 -1.42
C 1.78 0.16 -0.19
S 3.35 0.60 -0.02
O 1.02 -0.23 0.82
H -2.33 0.12 0.68
H -1.43 -0.16 2.19
H -1.09 1.30 1.20
H -0.55 -1.58 0.51
H -1.08 -0.40 -1.78
H 1.37 0.31 -2.47
```

Its SMILES is C[C@H]1C=CC(=S)O1. The HOMO energy is -8.54 eV. The net charge is 0. The value obtained for the LUMO energy is -0.005 Ha. The value obtained for the HOMO-LUMO gap is 8.4 eV. Its energy above the lowest of the compared OMol25 structures with the same formula, charge and spin is 0.602 eV.

---

# 7
DFT (ωB97M-V/def2-TZVPD) results for 8 unconnected molecules or ions with the total composition C22H62N2O15 at a distorted geometry.

```
101
C22H62N2O15 ωB97M-V/def2-TZVPD
C 13.80 16.07 23.85
O 14.33 15.35 22.81
C 15.01 16.13 21.82
C 15.72 15.08 20.91
N 14.84 14.53 19.94
C 15.18 13.34 19.20
C 15.75 12.17 20.08
O 17.21 12.35 20.31
C 17.81 11.56 21.36
H 13.16 15.33 24.33
H 13.22 16.93 23.51
H 14.57 16.44 24.53
H 15.77 16.72 22.34
H 14.37 16.80 21.25
H 16.17 14.28 21.49
H 16.59 15.58 20.48
H 13.87 14.52 20.24
H 15.84 13.55 18.36
H 14.33 13.03 18.59
H 15.57 11.23 19.56
H 15.19 12.14 21.01
H 17.42 11.77 22.35
H 18.88 11.74 21.37
H 17.64 10.48 21.24
C 10.58 19.59 13.54
O 11.49 18.83 12.78
C 12.13 17.70 13.42
C 13.37 17.18 12.71
N 14.56 17.64 13.35
C 15.81 17.11 12.70
C 16.97 17.07 13.72
O 16.61 16.31 14.83
C 17.51 16.33 15.90
H 10.93 19.62 14.57
H 9.62 19.09 13.68
H 10.52 20.58 13.09
H 11.37 16.92 13.32
H 12.32 17.89 14.48
H 13.33 17.68 11.74
H 13.39 16.09 12.62
H 14.50 17.75 14.35
H 16.06 17.48 11.70
H 15.56 16.05 12.58
H 17.32 18.08 13.92
H 17.77 16.53 13.22
H 18.21 17.16 15.93
H 18.15 15.45 15.81
H 17.12 16.21 16.91
O 15.07 20.28 14.11
C 14.27 20.56 15.24
C 14.63 19.67 16.46
O 14.29 18.31 16.22
H 14.88 19.40 13.79
H 14.26 21.63 15.43
H 13.20 20.44 15.08
H 14.08 19.89 17.37
H 15.69 19.72 16.73
H 14.55 17.83 17.01
O 12.38 13.35 17.03
C 12.72 14.71 16.76
C 13.75 14.86 15.65
O 13.36 14.24 14.42
H 11.79 13.06 16.33
H 11.87 15.29 16.39
H 13.16 15.23 17.61
H 14.71 14.56 16.05
H 13.84 15.92 15.43
H 14.07 13.65 14.15
O 10.59 16.67 19.14
C 11.44 17.75 18.80
C 11.12 18.19 17.39
O 9.91 18.91 17.28
H 9.67 16.90 19.26
H 11.23 18.43 19.63
H 12.47 17.41 18.77
H 11.14 17.34 16.71
H 11.93 18.85 17.09
H 9.24 18.30 17.60
O 17.15 19.03 21.81
C 16.14 20.00 21.76
C 16.18 21.00 20.60
O 17.25 21.93 20.71
H 17.93 19.34 22.26
H 15.24 19.38 21.70
H 16.19 20.45 22.75
H 15.38 21.74 20.70
H 16.12 20.48 19.64
H 18.10 21.53 20.51
O 19.54 20.74 20.03
C 19.27 20.31 18.65
C 18.95 18.80 18.41
O 17.71 18.52 19.07
H 20.33 21.28 20.04
H 18.44 20.93 18.31
H 20.14 20.64 18.07
H 19.74 18.25 18.92
H 18.96 18.50 17.36
H 17.79 18.69 20.01
O 15.09 17.16 18.41
H 15.58 17.65 19.08
H 15.24 16.24 18.65
```

Its SMILES is COCCNCCOC.COCCNCCOC.OCCO.OCCO.OCCO.OCCO.OCCO.O. The HOMO energy is -8.11 eV. The net charge is 0. The value obtained for the LUMO energy is 0.009 Ha. The value obtained for the HOMO-LUMO gap is 8.3 eV. Its energy above the lowest of the compared OMol25 structures with the same formula, charge and spin is 0.123 eV.

---

# 8
DFT (ωB97M-V/def2-TZVPD) results for 2 unconnected molecules or ions with the total composition C2HCl2F3S at a distorted geometry.

```
9
C2HCl2F3S ωB97M-V/def2-TZVPD
C 0.24 1.32 0.06
C 0.29 -1.14 -0.07
F 1.08 1.90 -0.79
F -1.02 1.70 -0.16
F 0.59 1.57 1.32
S -1.23 -1.39 -0.93
Cl 1.68 -1.44 -1.03
Cl 0.40 -1.60 1.58
H -2.02 -0.92 0.03
```

The HOMO energy (alpha / beta) is -7.49 / -10.43 eV. The net charge is 0. The value obtained for the LUMO energy (alpha / beta) is 0.019 / -0.074 Ha. The value obtained for the HOMO-LUMO gap (alpha / beta) is 8.0 / 8.4 eV. The multiplicity is 3. Its energy above the lowest of the compared OMol25 structures with the same formula, charge and spin is 1.013 eV.

---

no.,calculated total energy (Eh)
1,-2360.6069
2,-2114.6887
3,-1330.5201
4,-228.5031
5,-2235.6105
6,-667.5160
7,-2113.2879
8,-1694.8319